# 1
Molecular formula: C3H9N2O3
Method: DFT, ωB97M-V with the def2-TZVPD basis set

Calculated values
- HOMO-LUMO gap: 11.12 eV
- Largest force on an atom: 0.0800 Eh/bohr
- Multiplicity: 1
- Net charge: +1
- HOMO energy: -14.268 eV
- Energy above the lowest of the compared OMol25 structures with the same formula, charge and spin: 2.358 eV

Each line ends with the natural charge from an NBO analysis.
Geometry (Å):
1 C -1.94111 -0.28196 0.32869  0.591
2 C 1.96298 -0.70467 0.59994  -0.170
3 C 1.33180 0.24115 -0.30493  0.597
4 N -2.31245 0.74852 0.98546  -0.717
5 N 0.06169 0.30230 -0.50277  -0.769
6 O -2.55924 -0.47812 -0.77243  -0.626
7 O 3.33924 -0.34393 1.04240  -0.716
8 O 2.05147 1.07741 -1.00430  -0.625
9 H 1.41247 -0.80669 1.45698  0.216
10 H 2.00109 -1.71744 0.15713  0.226
11 H -2.24065 0.92314 1.97244  0.443
12 H -2.69570 1.42851 0.42082  0.416
13 H -1.33588 -1.09274 0.82181  0.223
14 H -2.37592 -1.32584 -1.29163  0.544
15 H -0.02390 0.76421 -1.33152  0.365
16 H 4.01987 -0.82209 0.49745  0.490
17 H 2.96261 1.03552 -0.70165  0.511



# 2
Molecular formula: C3H13NO3
Method: DFT, ωB97M-V with the def2-TZVPD basis set

Calculated values
- HOMO-LUMO gap: 8.25 eV
- Largest force on an atom: 0.0339 Eh/bohr
- Multiplicity: 1
- Net charge: 0
- HOMO energy: -7.915 eV
- Structure (SMILES): C=CNC.O.O.O
- Energy above the lowest of the compared OMol25 structures with the same formula, charge and spin: 1.466 eV

Each line ends with the natural charge from an NBO analysis.
Geometry (Å):
1 C -1.35861 -0.90315 0.47983  -0.538
2 C -0.82237 -0.06824 1.36773  0.014
3 N 0.29651 0.75618 1.19865  -0.609
4 C 0.98111 1.05178 2.46154  -0.413
5 H -0.78460 -1.32457 -0.34250  0.195
6 H -2.35004 -1.32463 0.56791  0.210
7 H -1.44789 0.18529 2.22365  0.178
8 H 0.83823 0.32201 0.46894  0.386
9 H 0.36547 1.78936 2.97694  0.196
10 H 1.91134 1.55108 2.19715  0.201
11 H 1.19037 0.22078 3.13194  0.177
12 O -3.17962 1.15617 -1.40997  -0.933
13 H -2.31879 0.85889 -1.16015  0.474
14 H -3.10716 1.07239 -2.37013  0.457
15 O 2.22235 -1.56087 0.08168  -0.936
16 H 2.82023 -1.28380 -0.62302  0.470
17 H 2.81762 -2.07601 0.64110  0.469
18 O 1.25489 -0.23956 -3.03883  -0.933
19 H 0.92681 -0.89612 -3.67017  0.470
20 H 2.09826 0.00556 -3.43811  0.465



# 3
Molecular formula: C5H8O2
Method: DFT, ωB97M-V with the def2-TZVPD basis set

Calculated values
- HOMO-LUMO gap: 10.30 eV
- Largest force on an atom: 0.0204 Eh/bohr
- Multiplicity: 1
- Net charge: 0
- HOMO energy: -9.493 eV
- Structure (SMILES): C[C@]1(CC=O)CO1
- Energy above the lowest of the compared OMol25 structures with the same formula, charge and spin: 2.439 eV

Each line ends with the natural charge from an NBO analysis.
Geometry (Å):
1 C -1.16036 1.27683 -0.80756  -0.623
2 C -0.28675 0.31805 -0.06207  0.218
3 C 0.96696 -0.30340 -0.68078  -0.535
4 C 1.70457 -0.94260 0.50890  0.458
5 O 2.89309 -0.95124 0.69650  -0.524
6 C -0.89044 -0.52017 0.96466  -0.144
7 O 0.05291 0.55227 1.29782  -0.485
8 H -0.60994 2.12357 -1.21993  0.219
9 H -1.63972 0.72089 -1.62240  0.221
10 H -1.94512 1.63936 -0.13659  0.227
11 H 0.74018 -1.05835 -1.44528  0.230
12 H 1.60667 0.46205 -1.13553  0.238
13 H 1.02747 -1.40313 1.23943  0.111
14 H -0.66972 -1.59515 0.88672  0.183
15 H -1.78981 -0.31898 1.51611  0.207



# 4
Molecular formula: C5H10N2O3S
Method: DFT, ωB97M-V with the def2-TZVPD basis set

Calculated values
- HOMO-LUMO gap: 9.88 eV
- Largest force on an atom: 0.0702 Eh/bohr
- Multiplicity: 1
- Net charge: 0
- HOMO energy: -9.635 eV
- Structure (SMILES): N[C@@H](CS)C(=O)NCC(=O)O
- Energy above the lowest of the compared OMol25 structures with the same formula, charge and spin: 1.763 eV

Each line ends with the natural charge from an NBO analysis.
Geometry (Å):
1 N 1.56992 -0.92694 1.13884  -0.847
2 C 1.25106 0.36477 0.74758  -0.173
3 C 2.44018 0.97744 0.10568  -0.478
4 S 3.13724 -0.16316 -1.27250  -0.110
5 C -0.08661 0.53673 0.00406  0.680
6 O -0.47569 1.65422 -0.41131  -0.668
7 N -0.82495 -0.59568 -0.13422  -0.614
8 C -2.00180 -0.70995 -0.97975  -0.352
9 C -3.25236 -0.02527 -0.37851  0.782
10 O -4.24364 -0.69533 -0.20743  -0.580
11 O -3.20479 1.29645 -0.19724  -0.695
12 H 1.39688 -1.64859 0.40130  0.379
13 H 1.10419 -1.03197 2.02681  0.381
14 H 0.95225 0.91985 1.71305  0.226
15 H 2.42963 2.04406 -0.28296  0.254
16 H 3.22468 0.92090 1.01347  0.230
17 H 3.66109 -0.94124 -0.15980  0.166
18 H -0.51858 -1.53025 0.26466  0.419
19 H -2.39106 -1.73376 -1.06844  0.243
20 H -1.89929 -0.41605 -2.01896  0.229
21 H -2.26833 1.70379 -0.30433  0.527



# 5
Molecular formula: C20H42HfNP3S
Method: DFT, ωB97M-V with the def2-TZVPD basis set

Calculated values
- HOMO-LUMO gap (spin up / spin down): 2.19 / 2.19 eV
- Largest force on an atom: 0.0701 Eh/bohr
- Multiplicity: 1
- Net charge: +4
- HOMO energy (spin up / spin down): -17.424 / -17.424 eV
- Energy above the lowest of the compared OMol25 structures with the same formula, charge and spin: 0.000 eV

Each line ends with the natural charge from an NBO analysis.
Geometry (Å):
1 Hf -0.02598 -0.02901 -0.16530  2.081
2 P 2.25638 -0.88253 0.72454  0.679
3 P -0.20143 1.31472 2.13739  0.718
4 P 0.48032 -0.84220 -2.52148  0.665
5 H 0.02575 2.94537 -0.29943  0.276
6 C -0.26035 2.15919 -1.00646  -0.690
7 C -1.56085 1.54754 -0.94073  -0.673
8 H -2.27326 1.86164 -0.17631  0.286
9 C 3.65527 0.27767 0.43444  -0.904
10 C 2.49999 -1.28511 2.50164  -0.898
11 C 2.90767 -2.43205 -0.02031  -0.905
12 C -1.54507 2.55112 2.29947  -0.912
13 C -0.46428 0.40155 3.70795  -0.919
14 C 1.23651 2.35684 2.55997  -0.921
15 C -0.67910 -0.22799 -3.80085  -0.910
16 C 0.50066 -2.64455 -2.86428  -0.902
17 C 2.12855 -0.28348 -3.08857  -0.922
18 H 0.26367 2.24642 -1.96622  0.258
19 H -2.03330 1.16888 -1.85027  0.276
20 H 4.59902 -0.16560 0.79002  0.295
21 H 3.47422 1.22182 0.96760  0.265
22 H 3.73987 0.49564 -0.63932  0.250
23 H 3.50477 -1.71331 2.65593  0.295
24 H 1.75475 -2.03028 2.81723  0.255
25 H 2.39765 -0.39190 3.13350  0.260
26 H 3.85274 -2.71632 0.46989  0.298
27 H 3.08664 -2.31199 -1.09692  0.247
28 H 2.17948 -3.24339 0.12518  0.259
29 H -1.44654 3.11264 3.23970  0.292
30 H -2.51849 2.04386 2.30125  0.263
31 H -1.52313 3.26062 1.46538  0.252
32 H -0.25685 1.05109 4.57139  0.292
33 H 0.18279 -0.48183 3.77039  0.243
34 H -1.51078 0.07371 3.76871  0.261
35 H 0.98753 3.01351 3.40116  0.290
36 H 1.50693 2.98203 1.70402  0.252
37 H 2.10741 1.75564 2.83395  0.248
38 H -0.37343 -0.57301 -4.80297  0.289
39 H -0.70911 0.87239 -3.79000  0.256
40 H -1.68871 -0.60142 -3.57010  0.274
41 H 0.81165 -2.81739 -3.91187  0.292
42 H -0.51849 -3.03817 -2.70683  0.272
43 H 1.18970 -3.15475 -2.17009  0.259
44 H 2.27462 -0.55085 -4.14344  0.277
45 H 2.92708 -0.72855 -2.48407  0.261
46 H 2.20652 0.80653 -2.98433  0.249
47 C 1.40193 3.40813 -6.43048  -0.137
48 C 2.58297 4.04858 -6.87234  -0.173
49 C 2.52203 5.36508 -7.36297  -0.170
50 C 1.29931 6.03080 -7.47605  -0.015
51 C 0.12045 5.36927 -7.12896  -0.182
52 C 0.16715 4.05785 -6.64406  -0.172
53 S 1.34108 1.88673 -5.58846  0.240
54 H 2.60412 1.61719 -5.17077  0.163
55 H 3.53633 3.52368 -6.79074  0.249
56 H 3.44740 5.87724 -7.64308  0.273
57 H 1.26106 7.05952 -7.83535  0.267
58 H -0.84343 5.86167 -7.21436  0.267
59 H -0.74611 3.53308 -6.37228  0.237
60 C -2.86400 -4.62577 1.33244  -0.589
61 C -2.27007 -3.46429 2.15325  -0.588
62 C -1.69654 -2.40990 1.36289  0.749
63 N -1.21494 -1.56897 0.70595  -0.751
64 H -3.60814 -4.25325 0.62491  0.240
65 H -3.36863 -5.35218 1.97229  0.287
66 H -2.07914 -5.16406 0.79624  0.235
67 H -3.05398 -3.02075 2.79498  0.326
68 H -1.48692 -3.84826 2.83489  0.316



# 6
Molecular formula: C5H8O2
Method: DFT, ωB97M-V with the def2-TZVPD basis set

Calculated values
- HOMO-LUMO gap: 9.99 eV
- Largest force on an atom: 0.0129 Eh/bohr
- Multiplicity: 1
- Net charge: 0
- HOMO energy: -9.473 eV
- Structure (SMILES): C=CO[C@H]1CC1=O.[H][H]
- Energy above the lowest of the compared OMol25 structures with the same formula, charge and spin: 4.431 eV

Each line ends with the natural charge from an NBO analysis.
Geometry (Å):
1 C 0.52603 -1.75795 0.68950  -0.451
2 C -0.11313 -0.76214 1.28370  0.112
3 O 0.47500 0.46932 1.50188  -0.506
4 C -0.04194 1.45306 0.64846  -0.017
5 C 0.56576 1.49524 -0.78283  -0.568
6 C -0.80931 1.03659 -0.55192  0.585
7 O -1.84548 0.63551 -1.00209  -0.472
8 H 1.53813 -1.64388 0.31285  0.208
9 H 0.02123 -2.70523 0.53603  0.215
10 H -1.15516 -0.82616 1.59655  0.184
11 H -0.26781 2.39130 1.15247  0.213
12 H 0.70166 2.45407 -1.27606  0.248
13 H 1.35666 0.76680 -0.96206  0.255
14 H -0.66054 -1.90203 -1.55160  -0.028
15 H -1.17644 -1.40958 -1.75665  0.022



# 7
Molecular formula: C2H11NO3
Method: DFT, ωB97M-V with the def2-TZVPD basis set

Calculated values
- HOMO-LUMO gap (spin up / spin down): 9.95 / 6.30 eV
- Largest force on an atom: 0.0964 Eh/bohr
- Multiplicity: 2
- Net charge: +1
- HOMO energy (spin up / spin down): -14.446 / -14.445 eV
- Energy above the lowest of the compared OMol25 structures with the same formula, charge and spin: 0.757 eV

Each line ends with the natural charge from an NBO analysis.
Geometry (Å):
1 C -2.18535 0.63268 1.13373  -0.148
2 C -2.18432 -0.25870 0.10621  0.044
3 N -1.38223 -0.25864 -1.07213  -0.590
4 H -1.78120 1.64412 0.91039  0.237
5 H -2.40704 0.40736 2.15775  0.248
6 H -2.87180 -1.12581 0.19756  0.254
7 H -0.54275 0.37998 -1.36248  0.486
8 H -1.86796 -0.66322 -1.80742  0.415
9 H 0.36388 -1.06329 -0.05236  0.463
10 H -0.03573 -1.44688 1.30379  0.468
11 O 0.70210 -1.49055 0.71335  -0.909
12 H 3.14116 0.46937 1.74040  0.501
13 H 2.20041 -0.48009 0.80812  0.499
14 O 2.73568 0.33729 0.81516  -1.009
15 H 1.60939 1.05774 -2.38670  0.501
16 H 1.75663 1.10715 -0.83021  0.537
17 O 1.10330 1.06328 -1.60521  -0.998



# 8
Molecular formula: C3H7IOS
Method: DFT, ωB97M-V with the def2-TZVPD basis set

Calculated values
- HOMO-LUMO gap (spin up / spin down): 7.65 / 8.35 eV
- Largest force on an atom: 0.0770 Eh/bohr
- Multiplicity: 1
- Net charge: 0
- HOMO energy (spin up / spin down): -8.011 / -8.786 eV
- Energy above the lowest of the compared OMol25 structures with the same formula, charge and spin: 3.485 eV

Each line ends with the natural charge from an NBO analysis.
Geometry (Å):
1 C -0.45508 0.64966 -1.08426  -0.626
2 C 0.58311 -0.24496 -0.24479  0.016
3 C -0.09303 -1.61114 0.21496  -0.446
4 O 1.07016 0.37733 1.00487  -0.742
5 S 0.74103 -2.55981 1.43458  0.074
6 I -0.97185 -2.70471 -1.38143  0.203
7 H -0.59030 0.12948 -2.01908  0.227
8 H 0.03119 1.52437 -1.26996  0.213
9 H -1.33192 0.92568 -0.59209  0.220
10 H 1.48796 -0.44624 -0.83550  0.203
11 H -1.89729 -1.27849 1.14156  0.024
12 H 0.42858 1.03814 1.36278  0.483
13 H 1.33736 -1.64426 2.15597  0.152



What is the largest force on an atom in the first record?
0.0800 Eh/bohr



Which value of energy above the lowest of the compared OMol25 structures with the same formula, charge and spin does entry 1 give?
2.358 eV



What is the formula in the seventh record?
C2H11NO3



The lowest largest force on an atom belongs to which entry?
number 6